121
Properties=species:S:1:pos:R:3:mulliken_charge:R:1 method="wB97M-V/def2-TZVPD" energy_ev=-89373.78958 homo_lumo_gap_ha=0.2593 total_charge=+2
Zr -14.90029 -2.27329 -0.40942 1.052
O -16.51986 -2.48917 1.00594 0.195
C -17.58511 -1.54058 0.85500 0.917
C -17.18703 -0.28769 0.00836 0.514
O -16.00218 -0.45501 -0.76911 0.369
H -17.91892 -1.29830 1.86684 0.276
H -18.37849 -2.09945 0.35074 -0.870
H -18.10918 -0.04456 -0.52422 0.090
H -16.98328 0.51873 0.71688 -0.541
C -16.29404 3.49597 1.54002 -0.646
N -16.72576 3.42042 0.12954 0.918
O -16.12735 4.14507 -0.63752 -0.545
O -17.74000 2.81885 -0.16820 -0.408
H -15.20796 3.54840 1.59183 0.304
H -16.57546 2.59677 2.08346 0.002
H -16.67692 4.41214 1.98050 0.349
C -18.09567 -4.87500 2.86574 -0.035
N -18.19574 -5.78823 1.70843 0.877
O -17.75561 -6.90431 1.87153 -0.547
O -18.56698 -5.39374 0.61467 -0.508
H -18.67448 -5.37277 3.64475 0.497
H -18.63175 -3.95219 2.66700 -0.540
H -17.05474 -4.72788 3.12154 0.047
C -21.30993 -2.71766 1.35420 -0.013
N -22.18500 -1.62038 1.86977 0.985
O -21.77947 -0.47868 1.82518 -0.557
O -23.23301 -1.96083 2.33889 -0.537
H -21.90692 -3.60794 1.19710 0.329
H -20.53057 -2.94692 2.07838 -0.176
H -20.86368 -2.31269 0.44921 0.026
C -19.77732 1.75287 3.07120 -0.252
N -18.83093 1.88693 4.19463 0.902
O -19.26743 2.29889 5.23552 -0.558
O -17.68170 1.50558 4.01702 -0.533
H -19.18978 1.65108 2.16146 -0.185
H -20.28298 2.71415 3.00085 0.411
H -20.47875 0.93602 3.19827 0.189
C -20.69719 1.51789 -0.89777 0.103
N -21.26384 2.79662 -0.49329 1.066
O -22.27128 3.13149 -1.06759 -0.584
O -20.73105 3.46748 0.36356 -0.565
H -19.75692 1.70374 -1.41849 -0.233
H -21.34855 1.00870 -1.59872 0.366
H -20.43867 0.86294 -0.06776 -0.126
C -17.19081 1.70202 -3.32344 -0.221
N -18.18076 1.52406 -4.39528 1.106
O -18.01557 2.17393 -5.40738 -0.585
O -19.04608 0.68554 -4.23003 -0.576
H -16.88078 0.71168 -2.99676 -0.225
H -17.67789 2.18293 -2.47393 0.123
H -16.35182 2.33811 -3.57785 0.220
O -16.78029 -2.89497 -2.06303 0.188
C -17.79288 -2.88961 -2.75281 0.264
O -17.86800 -2.52285 -4.00175 -0.339
C -16.71896 -1.91995 -4.61583 0.522
C -15.78038 -3.01170 -5.14579 -1.115
C -19.08836 -3.41724 -2.19964 -0.554
H -16.17409 -1.26337 -3.93431 -0.642
H -17.01457 -1.25840 -5.42568 0.543
H -16.09688 -3.39502 -6.11447 0.369
H -15.72011 -3.92289 -4.54496 0.111
H -14.75985 -2.62679 -5.16334 0.365
H -19.84726 -3.65507 -2.94236 0.499
H -19.54808 -2.65349 -1.57008 -0.019
H -18.87767 -4.30550 -1.61067 -0.007
O -19.20101 -3.64096 6.08185 -0.556
C -19.63644 -2.63056 5.60356 0.776
O -18.88199 -1.69576 4.99114 -0.055
C -17.46736 -1.83729 4.97278 1.188
C -16.83067 -1.55554 6.32646 -1.394
C -21.09631 -2.26245 5.55918 -1.087
H -17.18229 -1.12430 4.19599 -0.405
H -17.14049 -2.80507 4.57380 -0.498
H -15.78251 -1.86192 6.36802 0.361
H -17.30766 -2.04594 7.17235 0.418
H -16.83892 -0.48051 6.51377 0.376
H -21.25165 -1.18989 5.48152 0.291
H -21.61175 -2.70475 6.40716 0.395
H -21.54988 -2.72578 4.67820 0.148
O -14.04812 -1.36395 1.64155 -0.261
C -14.09539 -0.92437 2.78746 0.237
O -13.62853 -1.49767 3.85276 -0.329
C -13.13439 -2.84825 3.75266 -0.665
C -14.28352 -3.84565 3.86029 0.326
C -14.59868 0.47559 2.96875 -0.256
H -12.45149 -2.99924 4.58670 0.405
H -12.53485 -2.96288 2.84999 0.201
H -14.92112 -3.68464 2.98147 -0.693
H -14.93338 -3.67677 4.71581 0.147
H -13.87003 -4.85192 3.83112 0.381
H -14.88206 0.82630 1.97960 -0.313
H -13.74716 1.05758 3.32744 0.478
H -15.43907 0.56369 3.65581 0.207
O -15.41809 -4.58932 -0.58100 -0.219
C -15.63029 -5.77488 -0.86907 0.509
O -15.15278 -6.74110 -0.15277 -0.264
C -14.41338 -6.46368 1.03990 0.461
C -14.50724 -7.62076 2.03414 -1.318
C -16.27868 -6.19238 -2.14346 -0.738
H -14.73487 -5.55012 1.53652 -0.284
H -13.35751 -6.40972 0.76858 0.352
H -14.20364 -7.33559 3.04020 0.342
H -13.92770 -8.49044 1.73299 0.393
H -15.54823 -7.93793 2.13011 0.301
H -17.30965 -5.84405 -2.10561 0.056
H -16.34179 -7.28231 -2.10942 0.403
H -15.77481 -5.94415 -3.07143 0.205
O -13.16099 -0.47425 -0.62724 -0.370
C -12.31132 0.27938 -1.09313 0.603
O -12.55138 1.31623 -1.84671 -0.335
C -13.91613 1.68496 -2.19782 0.838
C -13.79475 3.09542 -2.72558 -1.470
C -10.84533 -0.07049 -0.99292 -1.213
H -14.55958 1.65563 -1.31648 -0.180
H -14.25536 0.92198 -2.90317 0.147
H -14.72257 3.43845 -3.17959 0.396
H -12.99274 3.31086 -3.43503 0.355
H -13.46446 3.73587 -1.90439 0.356
H -10.85326 -0.96507 -0.36511 0.306
H -10.22941 0.64328 -0.45276 0.365
H -10.43555 -0.39979 -1.94489 0.332